1.
{"formula": "C3H7N3", "method": "ωB97M-V with the def2-TZVPD basis set", "symbols": ["C", "C", "C", "N", "N", "N", "H", "H", "H", "H", "H", "H", "H"], "positions_angstrom": [[-2.52, 0.08, -0.51], [0.78, 1.70, 0.41], [0.60, -0.50, -0.40], [-2.83, 0.15, 0.57], [1.20, -1.75, -0.20], [0.55, 0.41, 0.55], [0.55, 2.32, 1.20], [1.15, 2.14, -0.48], [-2.34, -0.01, -1.57], [0.72, -0.16, -1.37], [0.85, -2.00, 0.90], [0.65, -2.50, -0.66], [0.64, 0.11, 1.56]], "lowdin_charge": [-0.1186, -0.0730, -0.3486, 0.0564, -0.0023, -0.1081, 0.0139, 0.0351, 0.0574, 0.0914, 0.1557, 0.0636, 0.1770], "e_lumo_ev": [0.9, 0.9], "e_homo_ev": [-6.2, -6.3], "homo_lumo_gap_ha": [0.261, 0.264]}

---

2.
{"formula": "C3H7N3", "method": "ωB97M-V with the def2-TZVPD basis set", "symbols": ["C", "N", "N", "C", "N", "C", "H", "H", "H", "H", "H", "H", "H"], "positions_angstrom": [[3.17, -0.11, 0.03], [2.03, 0.46, 0.11], [0.93, -0.25, -0.10], [-0.36, 0.26, -0.06], [-1.44, -0.48, 0.13], [-2.76, 0.13, 0.04], [3.17, -1.21, 0.05], [4.12, 0.51, 0.17], [1.05, -1.30, -0.16], [-0.47, 1.40, -0.21], [-3.31, -0.60, -0.68], [-2.79, 1.15, -0.34], [-3.34, 0.03, 1.03]], "lowdin_charge": [-0.0638, -0.0820, -0.0764, -0.2097, -0.0655, -0.1813, 0.0592, 0.0836, 0.1602, 0.1442, 0.0912, 0.0540, 0.0862], "smiles": "C=NN/C=N/C", "e_lumo_ev": 1.2, "e_homo_ev": -8.6, "homo_lumo_gap_ha": 0.359}

---

3.
{"formula": "C3H7N3", "method": "ωB97M-V with the def2-TZVPD basis set", "symbols": ["C", "C", "C", "N", "N", "N", "H", "H", "H", "H", "H", "H", "H"], "positions_angstrom": [[0.92, 1.36, -0.69], [-1.88, 0.89, -0.25], [0.65, 0.46, 0.56], [-1.49, -0.28, 0.08], [-0.19, -0.67, 0.37], [0.48, -1.64, -0.47], [1.59, 2.28, -0.57], [-2.92, 0.91, -0.49], [1.60, -0.01, 0.76], [0.30, 1.06, 1.34], [-2.09, -1.09, 0.12], [0.97, -2.36, 0.13], [1.23, -1.19, -0.96]], "lowdin_charge": [0.1404, 0.0406, -0.3523, -0.0842, -0.2557, 0.0483, 0.0023, 0.0038, 0.1087, 0.0723, 0.1362, 0.0974, 0.0422], "e_lumo_ev": [0.1, 0.1], "e_homo_ev": [-7.8, -8.0], "homo_lumo_gap_ha": [0.288, 0.299]}

---

Stability, descending: 2, 1, 3

---

1.
{"formula": "C2H5FO2", "method": "ωB97M-V with the def2-TZVPD basis set", "symbols": ["C", "O", "C", "O", "F", "H", "H", "H", "H", "H"], "positions_angstrom": [[1.08, 0.23, -0.82], [0.47, 0.03, 0.41], [-0.79, -0.39, 0.53], [-1.51, 0.55, 1.19], [-0.81, -1.64, 1.21], [1.84, 1.09, -0.82], [0.30, 0.45, -1.64], [1.61, -0.61, -1.23], [-1.33, -0.71, -0.46], [-0.85, 1.01, 1.63]], "lowdin_charge": [-0.0981, -0.0652, -0.5247, 0.1116, -0.0019, 0.1171, 0.1148, 0.0733, 0.1912, 0.0819], "smiles": "CO[C@H](O)F", "e_lumo_ev": 0.9, "e_homo_ev": -11.1, "homo_lumo_gap_ha": 0.441}

---

2.
{"formula": "C2H5FO2", "method": "ωB97M-V with the def2-TZVPD basis set", "symbols": ["C", "C", "O", "O", "F", "H", "H", "H", "H", "H"], "positions_angstrom": [[2.03, -0.13, -0.04], [-1.02, -0.31, -0.10], [-1.09, 0.56, 0.94], [-1.23, 0.27, -1.26], [-1.98, -1.32, 0.07], [2.19, -0.94, -0.70], [2.28, 0.89, -0.27], [2.04, -0.42, 0.96], [-1.77, 0.17, 1.60], [-1.45, 1.21, -1.19]], "lowdin_charge": [0.0940, -0.4639, 0.0336, 0.0946, 0.0131, -0.0161, -0.0073, -0.0387, 0.1634, 0.1273], "e_lumo_ev": [-0.1, 0.3], "e_homo_ev": [-8.8, -8.6], "homo_lumo_gap_ha": [0.322, 0.329]}

---

Stability, descending: 1, 2

---

1.
{"formula": "C9H16N3O", "method": "ωB97M-V with the def2-TZVPD basis set", "symbols": ["C", "C", "C", "C", "C", "C", "C", "C", "C", "N", "N", "N", "O", "H", "H", "H", "H", "H", "H", "H", "H", "H", "H", "H", "H", "H", "H", "H", "H"], "positions_angstrom": [[-0.50, 1.26, 0.02], [-1.97, 1.02, 0.37], [-0.91, -0.92, 0.06], [0.18, 2.39, -0.20], [2.88, -0.36, -0.52], [3.08, 0.24, -1.79], [-4.11, -1.16, -0.81], [2.96, -0.50, 1.94], [-3.48, -0.85, 0.52], [0.10, -0.06, -0.05], [-2.18, -0.31, 0.24], [3.16, 0.14, 0.60], [-2.75, 1.89, 0.68], [1.20, 2.42, -0.49], [-0.47, 3.35, -0.11], [-0.87, -1.95, -0.11], [3.63, 1.17, -1.72], [2.13, 0.48, -2.32], [-4.69, -0.35, -1.03], [-3.27, -1.40, -1.49], [-4.72, -2.07, -0.90], [2.63, 0.29, 2.79], [2.29, -1.32, 1.84], [3.92, -0.83, 2.51], [-4.07, -0.22, 1.11], [-3.42, -1.76, 1.17], [3.44, -0.34, -2.68], [2.30, -1.22, -0.41], [3.50, 1.01, 0.77]], "lowdin_charge": [-0.2378, -0.3996, -0.0348, 0.1188, -0.1190, -0.0198, -0.0482, -0.0104, -0.1843, 0.0766, -0.0242, 0.0626, 0.1248, 0.0347, 0.1261, 0.1228, 0.0979, 0.1185, 0.0495, 0.0914, 0.0872, 0.1507, 0.0708, 0.1262, 0.1073, 0.1402, 0.1338, 0.1158, 0.1221], "charge": 1, "e_lumo_ev": -4.0, "e_homo_ev": -12.1, "homo_lumo_gap_ha": 0.299}

---

2.
{"formula": "C9H16N3O", "method": "ωB97M-V with the def2-TZVPD basis set", "symbols": ["C", "C", "C", "C", "C", "C", "C", "C", "C", "N", "N", "N", "O", "H", "H", "H", "H", "H", "H", "H", "H", "H", "H", "H", "H", "H", "H", "H", "H"], "positions_angstrom": [[0.49, 0.55, -1.86], [-0.10, -0.40, -2.64], [0.19, -1.26, -0.64], [0.22, -2.16, 0.54], [0.60, -1.36, 1.79], [1.69, -0.35, 1.45], [-0.73, 4.63, 0.83], [-0.86, -2.75, -2.32], [-0.41, 3.68, -0.02], [0.66, -0.01, -0.63], [-0.28, -1.51, -1.88], [1.15, 0.59, 0.49], [0.87, 3.37, -0.42], [0.78, 1.56, -2.06], [-0.39, -0.34, -3.67], [-0.76, -2.63, 0.67], [0.94, -2.97, 0.37], [-0.27, -0.81, 2.15], [0.93, -2.03, 2.57], [1.97, 0.22, 2.34], [2.58, -0.87, 1.07], [-1.75, 4.81, 1.11], [1.66, 1.44, 0.29], [0.02, 5.26, 1.28], [-1.33, -2.60, -3.29], [-0.09, -3.52, -2.41], [-1.61, -3.09, -1.61], [-1.13, 3.02, -0.49], [1.46, 4.04, -0.06]], "lowdin_charge": [0.0210, 0.0009, -0.1651, -0.0783, -0.1472, -0.1588, 0.0263, 0.0212, -0.2718, -0.0141, -0.0586, 0.0370, -0.0556, 0.1239, 0.1379, 0.1298, 0.1377, 0.1258, 0.1236, 0.1338, 0.1329, 0.0581, 0.1308, 0.0647, 0.1064, 0.1121, 0.1053, 0.1077, 0.1124], "charge": 1, "e_lumo_ev": -2.4, "e_homo_ev": -12.1, "homo_lumo_gap_ha": 0.359}

---

Stability, descending: 2, 1

---

1.
{"formula": "C2H6IN2O", "method": "ωB97M-V with the def2-TZVPD basis set", "symbols": ["C", "C", "N", "N", "O", "I", "H", "H", "H", "H", "H", "H"], "positions_angstrom": [[-1.31, 0.86, 0.15], [-0.27, -0.14, -0.07], [-0.52, -1.39, -0.20], [0.99, 0.31, 0.11], [2.13, -0.64, -0.03], [3.96, 0.17, -0.16], [-2.34, 0.52, -0.32], [-1.55, 0.94, 1.24], [-0.93, 1.80, -0.19], [-1.46, -1.59, -0.30], [0.15, -2.11, -0.27], [1.14, 1.27, 0.06]], "lowdin_charge": [0.0257, -0.3644, 0.2728, 0.0381, -0.7250, 1.0145, 0.1574, 0.1340, 0.0861, 0.1175, 0.1356, 0.1076], "charge": 1, "smiles": "C/C(N)=[NH+]/OI", "e_lumo_ev": -5.2, "e_homo_ev": -13.6, "homo_lumo_gap_ha": 0.308}

---

2.
{"formula": "C2H6IN2O", "method": "ωB97M-V with the def2-TZVPD basis set", "symbols": ["N", "C", "O", "C", "N", "I", "H", "H", "H", "H", "H", "H"], "positions_angstrom": [[-0.01, -1.59, 0.02], [-0.45, -0.13, -0.21], [0.23, 0.38, -1.28], [0.51, 1.27, -0.22], [0.01, 2.55, -0.33], [0.61, 4.03, 0.92], [0.70, -1.82, -0.63], [-0.89, -2.16, -0.29], [-0.06, -2.00, 0.98], [-1.49, -0.11, -0.29], [1.38, 1.32, 0.45], [-0.62, 2.90, -0.97]], "lowdin_charge": [0.2307, -0.1775, 0.0169, -0.3251, -0.4688, 0.9207, 0.1416, 0.2068, 0.1880, 0.1238, 0.1173, 0.0257], "charge": 1, "smiles": "[NH3+][C@@H]1O[C@H]1NI", "e_lumo_ev": -3.8, "e_homo_ev": -12.4, "homo_lumo_gap_ha": 0.317}

---

Stability, descending: 1, 2

---

1.
{"formula": "C3H3F2NO", "method": "ωB97M-V with the def2-TZVPD basis set", "symbols": ["O", "C", "C", "F", "H", "C", "N", "F", "H", "H"], "positions_angstrom": [[-2.03, 1.21, 2.14], [-1.11, 1.74, 1.60], [0.12, 2.10, 1.21], [0.70, 2.88, 2.21], [0.45, 2.20, 0.17], [-1.40, -0.86, -0.79], [-0.77, 0.25, -0.63], [-0.10, 0.72, -1.87], [-1.67, -1.20, 0.17], [-1.54, -1.45, -1.74]], "lowdin_charge": [0.1404, -0.1725, -0.1281, -0.0420, 0.0944, 0.0408, 0.0271, -0.1369, 0.0653, 0.1116], "smiles": "O=C=CF.C=NF", "e_lumo_ev": 0.2, "e_homo_ev": -8.9, "homo_lumo_gap_ha": 0.338}

---

2.
{"formula": "C3H3F2NO", "method": "ωB97M-V with the def2-TZVPD basis set", "symbols": ["O", "C", "N", "C", "C", "F", "F", "H", "H", "H"], "positions_angstrom": [[2.91, 0.47, 0.00], [1.87, -0.17, 0.02], [0.61, 0.37, -0.05], [-0.59, -0.41, -0.02], [-1.77, 0.13, 0.00], [-2.01, 1.45, -0.01], [-2.93, -0.48, 0.01], [1.87, -1.26, 0.04], [0.55, 1.38, 0.11], [-0.50, -1.48, -0.08]], "lowdin_charge": [0.0230, -0.3468, 0.0596, -0.0324, -0.3852, 0.1178, 0.1406, 0.1292, 0.1604, 0.1339], "smiles": "O=CNC=C(F)F", "e_lumo_ev": 0.7, "e_homo_ev": -9.3, "homo_lumo_gap_ha": 0.370}

---

Stability, descending: 2, 1

---

1.
{"formula": "H2INS", "method": "ωB97M-V with the def2-TZVPD basis set", "symbols": ["N", "S", "I", "H", "H"], "positions_angstrom": [[-0.13, -0.36, 0.06], [0.82, 1.02, 0.00], [-2.20, -0.27, 0.20], [0.30, -1.18, 1.01], [1.21, 0.79, -1.27]], "lowdin_charge": [-1.1441, 0.5295, 0.6159, 0.1466, -0.1478], "e_lumo_ev": -0.7, "e_homo_ev": -9.0, "homo_lumo_gap_ha": 0.306}

---

2.
{"formula": "H2INS", "method": "ωB97M-V with the def2-TZVPD basis set", "symbols": ["N", "S", "I", "H", "H"], "positions_angstrom": [[-1.46, 0.83, 0.31], [-0.65, 1.78, -0.42], [1.20, -0.87, -2.42], [0.46, -0.37, -1.20], [0.49, 2.79, 0.19]], "lowdin_charge": [-0.4973, 0.5920, 0.4875, -0.5114, -0.0708], "e_lumo_ev": -1.3, "e_homo_ev": -9.5, "homo_lumo_gap_ha": 0.299}

---

Stability, descending: 1, 2